Model a:
{"formula": "C60H105N15", "method": "the ωB97M-V functional and the def2-TZVPD basis", "spin_multiplicity": 1, "charge": 0, "symbols": ["C", "C", "C", "C", "N", "H", "H", "H", "H", "H", "H", "H", "C", "C", "C", "C", "N", "H", "H", "H", "H", "H", "H", "H", "C", "C", "C", "C", "N", "H", "H", "H", "H", "H", "H", "H", "C", "C", "C", "C", "N", "H", "H", "H", "H", "H", "H", "H", "C", "C", "C", "C", "N", "H", "H", "H", "H", "H", "H", "H", "C", "C", "C", "C", "N", "H", "H", "H", "H", "H", "H", "H", "C", "C", "C", "C", "N", "H", "H", "H", "H", "H", "H", "H", "C", "C", "C", "C", "N", "H", "H", "H", "H", "H", "H", "H", "C", "C", "C", "C", "N", "H", "H", "H", "H", "H", "H", "H", "C", "C", "C", "C", "N", "H", "H", "H", "H", "H", "H", "H", "C", "C", "C", "C", "N", "H", "H", "H", "H", "H", "H", "H", "C", "C", "C", "C", "N", "H", "H", "H", "H", "H", "H", "H", "C", "C", "C", "C", "N", "H", "H", "H", "H", "H", "H", "H", "C", "C", "C", "C", "N", "H", "H", "H", "H", "H", "H", "H", "C", "C", "C", "C", "N", "H", "H", "H", "H", "H", "H", "H"], "positions_angstrom": [[9.08569, -0.79656, -3.32437], [8.15760, -1.18083, -4.54830], [7.30069, 0.02818, -4.98013], [8.12026, 1.13478, -5.47005], [8.72410, 2.02555, -5.89574], [9.84488, -0.05354, -3.56857], [9.69958, -1.60496, -2.92719], [8.58384, -0.42011, -2.43300], [7.56755, -2.05305, -4.26689], [8.81139, -1.47437, -5.36957], [6.74743, 0.47013, -4.15147], [6.58957, -0.22261, -5.76722], [-8.54629, 2.91729, -2.90100], [-8.41769, 2.41083, -4.33376], [-7.86319, 3.51129, -5.27644], [-8.71457, 4.70173, -5.42834], [-9.39403, 5.60186, -5.54867], [-7.55667, 3.13060, -2.49694], [-9.04578, 2.13728, -2.32638], [-9.18033, 3.78562, -2.72184], [-9.39981, 2.09613, -4.68663], [-7.80140, 1.51243, -4.36803], [-7.77543, 3.09340, -6.27932], [-6.89130, 3.87992, -4.94834], [-0.98709, 7.07036, -9.02269], [-1.40067, 7.13111, -7.54773], [-1.47542, 5.69288, -6.97421], [-0.19096, 4.93242, -6.96926], [0.80085, 4.34202, -6.93622], [0.07940, 6.84637, -9.04589], [-1.11803, 7.99687, -9.58175], [-1.40366, 6.24478, -9.59975], [-2.37755, 7.61287, -7.50632], [-0.77952, 7.77303, -6.92306], [-2.25393, 5.06379, -7.40579], [-1.77284, 5.82453, -5.93387], [2.82884, 2.54935, 12.00022], [2.58670, 1.01379, 11.87314], [3.37775, 0.42543, 10.65729], [2.90276, 0.84258, 9.36450], [2.53893, 1.16257, 8.32443], [2.27812, 3.12244, 11.25432], [3.89050, 2.78735, 12.06605], [2.42135, 2.91690, 12.94201], [1.54196, 0.77260, 11.67707], [2.97847, 0.58746, 12.79664], [3.41740, -0.66078, 10.57550], [4.40729, 0.75773, 10.79043], [1.73797, -10.78249, -0.93654], [1.13105, -11.48743, 0.20490], [0.46193, -12.82715, -0.15439], [1.35719, -13.83527, -0.68712], [2.07683, -14.59826, -1.14012], [1.98866, -9.77474, -0.60536], [0.97358, -10.66181, -1.70418], [2.69782, -11.10868, -1.33703], [0.33560, -10.89863, 0.66171], [1.78602, -11.56007, 1.07314], [-0.33233, -12.61464, -0.87000], [-0.02853, -13.31642, 0.68714], [-4.52682, -8.76916, -4.01481], [-4.63186, -9.06636, -5.53047], [-5.71012, -10.12799, -5.93403], [-5.52046, -11.38105, -5.21631], [-5.36235, -12.38612, -4.69583], [-5.49498, -8.57395, -3.55366], [-3.85341, -7.92173, -3.88639], [-4.07219, -9.60704, -3.48625], [-3.66657, -9.21234, -6.01524], [-4.90780, -8.09017, -5.92924], [-5.66753, -10.33857, -7.00264], [-6.69487, -9.76014, -5.64586], [-0.96716, -6.39205, 6.32560], [-0.13019, -5.37311, 7.11422], [-0.58333, -5.20246, 8.58015], [-0.71106, -6.44000, 9.28719], [-0.78633, -7.48410, 9.85236], [-0.90514, -7.38607, 6.76852], [-0.68540, -6.42300, 5.27310], [-2.03091, -6.16244, 6.38736], [-0.21952, -4.36691, 6.70473], [0.92305, -5.59180, 6.93823], [-1.53915, -4.68951, 8.68686], [0.10294, -4.54666, 9.11593], [-3.60839, 3.65406, 6.14534], [-3.40504, 3.37421, 7.65311], [-3.86504, 4.59222, 8.48045], [-3.09993, 5.84831, 8.20370], [-2.44863, 6.78025, 7.93848], [-2.97362, 4.48246, 5.83083], [-4.64277, 3.92157, 5.92950], [-3.37039, 2.81048, 5.49740], [-2.42010, 3.07302, 8.00986], [-4.02174, 2.51705, 7.92341], [-3.76448, 4.39804, 9.54828], [-4.90764, 4.90210, 8.40933], [4.79446, 9.62257, -6.41683], [5.42879, 8.30655, -6.08200], [5.59875, 8.07365, -4.57831], [4.37298, 7.89766, -3.79896], [3.38213, 7.78318, -3.19816], [5.42233, 10.45162, -6.09040], [3.77731, 9.61524, -6.02511], [4.62069, 9.77697, -7.48175], [6.35302, 8.21085, -6.65185], [4.87181, 7.47930, -6.52193], [6.19036, 8.88755, -4.15920], [6.11322, 7.13538, -4.37075], [7.24616, -2.59999, 3.80280], [6.91963, -4.09287, 3.69150], [7.72348, -5.06181, 4.60722], [9.21809, -4.96382, 4.33783], [10.38091, -4.81611, 4.14581], [6.58599, -1.90851, 3.27921], [8.24401, -2.40975, 3.40756], [7.23926, -2.32631, 4.85787], [6.89818, -4.36986, 2.63750], [5.88933, -4.17839, 4.03688], [7.36487, -6.05718, 4.34508], [7.58868, -4.89999, 5.67668], [7.47820, 6.96820, 5.61323], [6.17283, 6.14638, 5.60366], [5.46137, 6.03959, 4.25416], [6.26193, 5.45844, 3.17695], [6.89003, 4.97884, 2.36352], [8.10251, 6.85996, 4.72631], [8.17168, 6.67407, 6.40106], [7.28449, 8.03958, 5.66530], [5.47977, 6.49589, 6.36892], [6.41890, 5.14377, 5.95342], [5.07667, 7.00801, 3.93437], [4.63428, 5.33477, 4.33935], [-5.77407, -2.96774, 2.06121], [-5.80864, -4.27481, 1.25475], [-6.80160, -5.34271, 1.87177], [-8.17689, -4.95561, 2.01718], [-9.26997, -4.61130, 2.18209], [-5.09527, -2.23330, 1.62770], [-5.44251, -3.01146, 3.09864], [-6.78089, -2.55631, 2.13293], [-4.82117, -4.73602, 1.23802], [-6.08015, -4.03088, 0.22768], [-6.44669, -5.56780, 2.87749], [-6.78507, -6.26423, 1.28984], [-1.64294, -2.37336, -6.86930], [-3.14294, -2.12836, -6.61006], [-4.00657, -2.20425, -7.89314], [-3.76463, -0.99189, -8.70901], [-3.57436, -0.01232, -9.31314], [-1.51220, -3.20784, -7.55825], [-1.12373, -2.55073, -5.92746], [-1.22109, -1.50560, -7.37639], [-3.20145, -1.16190, -6.10945], [-3.52436, -2.82737, -5.86574], [-5.05771, -2.26307, -7.61075], [-3.76257, -3.15468, -8.36775], [-5.08286, 9.10698, -2.86634], [-3.99293, 9.16934, -1.75314], [-3.95851, 8.03756, -0.76018], [-5.22262, 7.80810, 0.00353], [-6.20120, 7.65280, 0.67035], [-6.05116, 9.31676, -2.41191], [-5.13911, 8.16028, -3.40365], [-5.01583, 9.94695, -3.55776], [-3.98149, 10.16745, -1.31525], [-3.00643, 9.11850, -2.21395], [-3.22394, 8.22447, 0.02313], [-3.85655, 7.06416, -1.23995], [1.01961, -2.15105, -0.60505], [1.82979, -0.87179, -0.96735], [1.24256, 0.39550, -0.35493], [-0.07077, 0.73713, -0.95235], [-1.12158, 0.96007, -1.43493], [1.01627, -2.46377, 0.43912], [1.49274, -2.91576, -1.22106], [-0.03229, -2.12412, -0.88945], [1.87593, -0.70768, -2.04394], [2.83453, -1.01454, -0.56959], [1.89561, 1.25017, -0.53147], [0.95723, 0.32858, 0.69493]]}


Model b:
{"formula": "C60H105N15", "method": "the ωB97M-V functional and the def2-TZVPD basis", "spin_multiplicity": 1, "charge": 0, "symbols": ["C", "C", "C", "C", "N", "H", "H", "H", "H", "H", "H", "H", "C", "C", "C", "C", "N", "H", "H", "H", "H", "H", "H", "H", "C", "C", "C", "C", "N", "H", "H", "H", "H", "H", "H", "H", "C", "C", "C", "C", "N", "H", "H", "H", "H", "H", "H", "H", "C", "C", "C", "C", "N", "H", "H", "H", "H", "H", "H", "H", "C", "C", "C", "C", "N", "H", "H", "H", "H", "H", "H", "H", "C", "C", "C", "C", "N", "H", "H", "H", "H", "H", "H", "H", "C", "C", "C", "C", "N", "H", "H", "H", "H", "H", "H", "H", "C", "C", "C", "C", "N", "H", "H", "H", "H", "H", "H", "H", "C", "C", "C", "C", "N", "H", "H", "H", "H", "H", "H", "H", "C", "C", "C", "C", "N", "H", "H", "H", "H", "H", "H", "H", "C", "C", "C", "C", "N", "H", "H", "H", "H", "H", "H", "H", "C", "C", "C", "C", "N", "H", "H", "H", "H", "H", "H", "H", "C", "C", "C", "C", "N", "H", "H", "H", "H", "H", "H", "H", "C", "C", "C", "C", "N", "H", "H", "H", "H", "H", "H", "H"], "positions_angstrom": [[2.10921, 3.58683, 0.12122], [3.30725, 3.73138, -0.81317], [2.86795, 3.81048, -2.29032], [2.21701, 2.59957, -2.68399], [1.71164, 1.58283, -2.98128], [2.45007, 3.28668, 1.12337], [1.38336, 2.86010, -0.23205], [1.58613, 4.53816, 0.27113], [3.95148, 2.84457, -0.68454], [3.94200, 4.59448, -0.61403], [3.73405, 3.91365, -2.94337], [2.16618, 4.63776, -2.41297], [-1.47446, -0.60026, -7.03689], [-1.04973, -0.11540, -5.64216], [-0.35769, -1.13900, -4.73630], [0.93120, -1.56813, -5.37380], [1.94372, -1.78193, -5.85518], [-2.22570, 0.07121, -7.46344], [-1.75583, -1.65117, -7.11764], [-0.55813, -0.58869, -7.62075], [-1.94427, 0.16484, -5.10486], [-0.43035, 0.77080, -5.75800], [-1.04094, -1.98710, -4.74119], [-0.14962, -0.83776, -3.72861], [5.90589, -2.64402, -3.37777], [4.99419, -1.50629, -3.79353], [3.75570, -1.34636, -2.90829], [4.18800, -0.86621, -1.60139], [4.59637, -0.39611, -0.63714], [6.56461, -2.97389, -4.19310], [5.39536, -3.54446, -3.03240], [6.53633, -2.35299, -2.54053], [4.55132, -1.63135, -4.78173], [5.57074, -0.58211, -3.78088], [3.32534, -2.35006, -2.76162], [3.02731, -0.73897, -3.41107], [-0.58942, 8.69131, 0.39274], [-1.49894, 7.47304, 0.53070], [-0.69291, 6.13228, 0.65057], [-1.65188, 4.98509, 0.72295], [-2.44033, 4.13362, 0.69997], [0.13157, 8.82039, 1.22551], [-1.18516, 9.60992, 0.35904], [0.04861, 8.53946, -0.47003], [-2.18013, 7.32473, -0.32612], [-2.14004, 7.61991, 1.40421], [-0.07211, 6.03872, 1.56890], [-0.15054, 6.10080, -0.28044], [0.19753, 3.59539, 3.56733], [0.16257, 4.85740, 4.47042], [-1.24128, 5.57845, 4.41638], [-2.32302, 4.71555, 4.97592], [-3.15601, 4.06439, 5.40742], [-0.53681, 2.83567, 3.82082], [1.17559, 3.11903, 3.56971], [-0.02813, 3.89330, 2.55252], [0.93402, 5.53607, 4.11365], [0.42177, 4.61950, 5.50009], [-1.47072, 5.76240, 3.37066], [-1.25012, 6.49110, 5.00776], [1.08650, -5.32741, -5.05247], [1.09340, -4.57165, -3.71719], [1.70290, -5.41998, -2.62446], [3.12424, -5.69237, -2.95367], [4.21274, -5.87971, -3.25259], [0.52581, -4.76428, -5.77986], [0.63025, -6.32486, -4.95349], [2.08724, -5.43880, -5.47165], [0.05528, -4.30954, -3.47677], [1.58287, -3.58811, -3.77554], [1.26544, -6.42193, -2.53740], [1.63593, -4.88200, -1.67732], [4.06272, -1.24412, 5.02084], [5.29368, -0.56934, 4.43027], [5.10540, -0.20518, 2.90903], [3.88789, 0.61483, 2.74872], [2.92401, 1.25613, 2.71281], [3.12653, -0.71568, 4.82327], [4.20719, -1.41950, 6.10353], [3.93149, -2.24050, 4.61514], [6.12836, -1.27403, 4.52125], [5.55062, 0.36736, 4.95817], [4.87901, -1.07460, 2.29878], [5.94389, 0.31385, 2.44855], [4.11840, -4.20388, 0.18831], [3.24004, -3.30153, 1.01836], [2.85830, -3.98109, 2.41289], [4.05903, -4.31199, 3.13074], [5.02886, -4.46486, 3.68569], [4.31018, -3.66356, -0.73895], [3.71493, -5.18599, -0.03633], [5.10369, -4.34806, 0.66812], [2.31950, -3.13210, 0.46088], [3.82433, -2.38040, 1.19018], [2.33229, -4.92136, 2.18909], [2.24003, -3.34437, 3.02765], [-1.64276, 3.93391, -5.64766], [-2.54713, 3.37690, -4.42229], [-1.74541, 3.09162, -3.12703], [-1.17671, 4.40012, -2.67960], [-0.82415, 5.45968, -2.43743], [-1.49951, 5.00777, -5.61745], [-2.07502, 3.77133, -6.61288], [-0.64528, 3.47081, -5.63522], [-3.02694, 2.42981, -4.71774], [-3.27132, 4.15467, -4.17759], [-0.92745, 2.43395, -3.38515], [-2.30514, 2.61651, -2.33668], [-0.65493, 1.36603, 6.59711], [0.37678, 0.59811, 5.66878], [-0.29508, -0.26123, 4.56299], [-1.17478, -1.33134, 5.09733], [-1.84982, -2.15088, 5.53992], [-1.32756, 0.76547, 7.18627], [-1.21441, 2.12525, 6.07485], [-0.07360, 1.90037, 7.35870], [1.04597, 0.04674, 6.30576], [1.02063, 1.32144, 5.13631], [0.45266, -0.66647, 3.85763], [-0.85472, 0.46380, 3.97565], [-5.66020, 2.40595, -2.75233], [-5.39562, 3.04195, -1.41021], [-4.80062, 2.05731, -0.41199], [-5.68367, 0.92277, -0.08572], [-6.39787, 0.03246, 0.08810], [-6.29956, 3.04403, -3.35969], [-6.14885, 1.43922, -2.68313], [-4.70613, 2.27151, -3.24741], [-6.36576, 3.37794, -1.02204], [-4.71328, 3.88718, -1.50510], [-4.62287, 2.54925, 0.53509], [-3.87283, 1.61113, -0.77945], [0.10266, -6.38413, 1.03221], [-0.23762, -6.36180, 2.57429], [-1.33342, -5.32993, 2.94734], [-0.87192, -4.00083, 2.52075], [-0.48328, -2.99488, 2.10949], [0.78755, -7.20454, 0.81824], [0.56067, -5.45039, 0.70776], [-0.79366, -6.52538, 0.43117], [0.65926, -6.23096, 3.18566], [-0.58807, -7.36459, 2.85606], [-1.55455, -5.24463, 4.02371], [-2.26564, -5.53157, 2.43320], [-3.62345, 0.77274, 3.06345], [-3.86251, -0.64520, 2.55319], [-4.60728, -1.49906, 3.54570], [-4.49098, -2.90938, 3.16049], [-4.27558, -3.98119, 2.80252], [-3.37825, 0.70598, 4.11705], [-4.53091, 1.36842, 3.04012], [-2.86899, 1.33397, 2.51056], [-2.94613, -1.18571, 2.27627], [-4.45374, -0.62163, 1.64670], [-5.67323, -1.29993, 3.60713], [-4.18196, -1.37128, 4.55770], [-3.41040, -3.96348, -2.47122], [-2.53708, -3.57118, -1.29561], [-2.98122, -2.24284, -0.60163], [-3.03650, -1.19437, -1.62839], [-3.02200, -0.45565, -2.51635], [-3.51956, -3.12847, -3.18177], [-4.44459, -4.13709, -2.17750], [-3.00728, -4.86093, -2.94509], [-1.51028, -3.41655, -1.61985], [-2.62102, -4.35964, -0.54453], [-2.20577, -1.97681, 0.12503], [-3.95888, -2.37767, -0.10137], [-0.82709, 1.12273, -0.15070], [0.09054, 0.40626, 0.84858], [1.28331, -0.23347, 0.19661], [0.90858, -1.29423, -0.74195], [0.61384, -2.15027, -1.47685], [-1.63731, 1.65634, 0.37586], [-1.28071, 0.46353, -0.87708], [-0.29694, 1.87766, -0.75394], [-0.45128, -0.42110, 1.31346], [0.49801, 1.15460, 1.53477], [1.90042, -0.67755, 0.96371], [1.88439, 0.49311, -0.35264]]}


Which is most stable, and by how much? model b, by 0.1986 hartree.


Model a:
{"formula": "C4H10N2O2", "method": "the ωB97M-V functional and the def2-TZVPD basis", "spin_multiplicity": 2, "charge": 1, "symbols": ["C", "C", "N", "C", "H", "H", "H", "H", "H", "H", "H", "N", "C", "O", "O", "H", "H", "H"], "positions_angstrom": [[0.48219, -2.28058, 0.10839], [1.23186, -1.42637, 0.86076], [0.77270, -0.28634, 1.53883], [1.75587, 0.73773, 1.87590], [-0.62247, -2.17195, 0.00360], [1.00719, -3.10178, -0.41331], [2.26397, -1.60475, 1.04047], [-0.10796, 0.11169, 1.21059], [1.40037, 1.34507, 2.74046], [2.70752, 0.22109, 2.17475], [1.99527, 1.42127, 1.07017], [-2.15026, 1.36900, -2.45370], [-1.58966, 0.53795, -1.42910], [-1.38440, 1.23778, -0.27402], [-1.38038, -0.63745, -1.65297], [-3.06046, 1.02357, -2.70483], [-1.55301, 1.34686, -3.27531], [-1.76835, 2.15721, -0.42067]]}


Model b:
{"formula": "C4H10N2O2", "method": "the ωB97M-V functional and the def2-TZVPD basis", "spin_multiplicity": 2, "charge": 1, "symbols": ["O", "C", "N", "C", "C", "O", "C", "N", "H", "H", "H", "H", "H", "H", "H", "H", "H", "H"], "positions_angstrom": [[0.14626, -0.36214, -2.47680], [0.61992, 0.67659, -2.08641], [0.43953, 1.15228, -0.81961], [0.05416, 0.30786, 0.33383], [-1.46520, 0.20167, 0.43729], [-2.11579, 1.43211, 0.46896], [0.72902, -1.03936, 0.30578], [1.11481, -1.56745, 1.56471], [1.08161, 1.40133, -2.77328], [0.96985, 1.91649, -0.43545], [0.33973, 0.81566, 1.26018], [-1.89337, -0.39446, -0.37638], [-1.73231, -0.38639, 1.33354], [-1.85925, 1.91077, -0.33382], [0.23330, -1.79469, -0.32617], [1.71241, -0.97178, -0.26349], [1.00355, -0.88718, 2.32094], [0.62175, -2.41132, 1.86619]]}


Which is most stable, and by how much? model a, by 0.0550 hartree.